# 1
Computed, not measured: a molecular structure, C26H46BN8PtS3Te, with ωB97M-V/def2-TZVPD.

## Properties
Multiplicity = 3
Charge = +1
⟨S²⟩ = 2.010

Atoms and positions in Å:
H: 4.451 -1.552 -0.918
H: -3.526 1.598 -5.277
C: 1.348 -4.693 0.427
S: 1.176 -0.308 1.612
C: -2.494 2.306 1.744
C: 1.004 2.684 3.229
H: -3.078 -0.321 -2.921
C: -2.561 -2.231 3.132
C: -2.117 1.460 -3.684
H: -1.863 1.659 -5.844
C: 2.478 2.445 2.916
H: 0.414 1.778 3.129
C: -3.105 0.757 -2.751
C: -2.531 1.181 -5.127
H: -4.239 -3.268 -0.503
H: -1.836 3.227 -2.445
H: 2.562 0.416 3.714
H: 2.986 -5.922 -0.340
H: -1.290 4.392 1.074
N: 2.620 2.046 1.477
C: 3.267 -3.254 -0.184
H: 1.527 -6.810 0.087
B: 2.335 -0.031 -1.598
H: -4.793 3.394 0.138
C: 3.315 2.782 0.537
H: 3.040 1.687 4.843
C: -0.170 -4.769 0.439
H: -0.439 -5.691 0.957
N: 2.537 0.953 -0.415
C: -4.553 3.403 1.204
H: -4.979 2.521 1.674
N: -0.746 0.905 -3.453
H: -4.986 4.292 1.662
H: 1.567 -5.847 -1.395
H: -4.113 1.114 -2.967
C: -2.343 4.516 0.831
H: 4.140 1.208 3.545
H: -2.588 0.113 -5.338
H: -0.606 -3.926 0.971
C: 1.897 -5.886 -0.356
C: 1.834 -4.710 1.879
H: 1.984 -0.701 -4.210
H: -3.082 3.378 -3.695
S: -0.475 1.683 -0.809
H: -3.371 -2.609 3.749
H: -2.563 -3.702 -0.086
C: 1.326 -2.354 -0.779
H: 1.498 -3.814 2.402
H: 0.913 3.050 4.253
H: -0.367 0.027 -5.390
H: -2.068 -1.391 3.613
H: 3.683 2.333 -1.586
C: 3.256 2.107 -0.626
H: -0.588 -4.801 -0.564
H: 2.919 -4.768 1.958
C: 3.244 3.745 3.147
H: -1.374 3.441 -4.142
N: 1.145 0.323 -2.524
H: -3.913 -4.112 1.023
N: -3.107 3.412 1.404
H: 3.321 0.078 -2.278
C: -0.014 0.964 -2.313
H: 2.842 4.571 2.559
C: -2.095 2.972 -3.470
H: 3.810 3.704 0.771
H: 1.420 -5.585 2.382
C: 2.133 0.935 0.869
Pt: -0.936 -0.308 0.459
H: -2.454 4.537 -0.255
N: 2.317 -1.502 -1.111
H: -1.837 -3.014 2.921
H: 4.309 3.637 2.940
N: -1.950 1.326 2.051
N: 1.896 -3.446 -0.203
C: -0.015 0.204 -4.394
C: 3.091 1.362 3.803
H: 3.138 4.009 4.198
H: -2.702 5.455 1.251
C: -3.526 -3.390 0.309
C: 1.147 -0.153 -3.815
H: 3.942 -3.991 0.207
H: 0.598 3.443 2.556
H: -2.877 0.953 -1.706
S: -0.349 -2.057 -1.111
Te: -3.330 -1.513 1.281
C: 3.520 -2.059 -0.740

Cartesian forces (eV/Å) of the 3 atoms listed first:
0.001 -0.015 0.016
0.005 0.003 0.008
-0.002 -0.016 0.020

# 2
Computed, not measured: C5H10O in the gas phase, with ωB97M-V/def2-TZVPD.

## Properties
Charge = 0
Structure (SMILES) = CCC1COC1

Atoms and positions in Å:
H: 2.954 0.196 0.271
C: -0.367 -0.516 0.306
H: -2.095 -1.848 -0.262
H: 1.981 1.487 -0.445
C: -1.588 -0.916 -0.535
H: -0.795 1.676 0.166
O: -2.320 0.249 -0.129
H: -1.391 -0.916 -1.618
H: -1.439 0.933 1.658
H: -0.218 -1.141 1.194
C: 1.941 0.611 0.199
C: -1.194 0.749 0.605
H: 1.362 -1.287 -0.744
H: 1.633 0.948 1.199
C: 0.919 -0.319 -0.479
H: 0.633 0.155 -1.432

Cartesian forces (eV/Å) of the 3 atoms listed first:
-0.325 0.020 -0.018
0.078 -0.060 0.027
-0.012 0.138 -0.010

# 3
Computed, not measured: 8 unconnected molecules or ions with the total composition C48H120O32P8 at a distorted geometry, with ωB97M-V/def2-TZVPD.

## Properties
Charge = 0
Structure (SMILES) = CCOP(=O)(OCC)OCC.CCOP(=O)(OCC)OCC.CCOP(=O)(OCC)OCC.CCOP(=O)(OCC)OCC.CCOP(=O)(OCC)OCC.CCOP(=O)(OCC)OCC.CCOP(=O)(OCC)OCC.CCOP(=O)(OCC)OCC

Atoms and positions in Å:
H: 2.834 -0.117 -3.569
C: 5.303 -1.777 0.215
H: -0.245 4.435 -2.512
H: -0.479 1.189 4.374
C: -5.730 -0.150 0.403
H: 3.351 3.382 -0.156
H: -0.413 4.335 -7.052
H: 5.580 -2.682 0.756
H: -3.150 -1.353 5.106
C: 1.035 -0.422 -4.692
H: -2.452 -2.917 -3.959
C: -2.796 -2.325 4.762
C: 10.232 5.515 -4.442
H: 0.444 5.655 -6.247
H: -0.305 -2.360 -0.026
H: 10.428 6.947 -2.822
H: -6.005 5.135 3.179
C: 6.651 3.466 -2.494
C: -3.875 -3.192 4.043
H: -2.161 1.755 4.007
H: 10.076 2.442 -8.207
O: -4.174 0.280 8.368
H: -4.019 -7.487 1.194
H: -6.752 -7.809 -3.635
O: -5.864 -6.250 -2.991
H: -2.949 -2.439 -0.759
C: -1.060 3.494 -4.258
O: 7.713 4.077 -5.380
C: 9.371 2.401 -7.376
P: 6.097 -0.713 -3.041
O: -0.834 -4.410 2.792
P: 8.578 3.482 -4.347
H: -4.534 -2.646 3.368
H: -4.395 4.738 2.428
C: -5.191 1.114 -0.300
O: -5.262 4.141 -0.038
C: -4.485 -3.327 -4.118
H: 1.960 -1.531 -3.000
O: -1.730 -5.365 5.141
O: -4.122 1.850 0.263
C: -5.213 -1.405 12.682
H: -7.188 -3.866 -1.785
H: -5.309 -2.810 -4.612
H: -1.147 5.591 -3.638
C: -3.365 -2.327 -3.880
O: -0.482 1.910 -6.861
H: 0.406 5.596 -7.964
H: 4.973 -2.885 -1.616
O: -2.021 -6.576 2.944
H: -1.922 -2.199 4.123
C: 1.220 -5.660 2.480
C: 10.151 2.198 -6.029
C: 4.649 -1.960 -1.139
H: -5.122 -3.491 -0.170
H: -4.311 -8.529 -1.906
H: 8.788 3.313 -7.503
C: -1.364 1.057 3.751
C: -4.736 0.814 6.132
P: 0.523 1.963 -5.780
H: -5.722 -4.396 0.886
H: 0.701 -1.185 -5.394
O: -5.287 0.901 10.609
H: -1.518 3.904 -5.159
O: -2.718 3.990 0.609
P: -5.086 -0.340 9.575
H: 0.620 -6.553 2.656
H: -0.943 3.812 -0.362
O: -4.748 -5.300 -0.766
H: -0.732 2.040 1.979
H: 2.852 -1.623 -4.408
H: -6.986 4.056 0.959
P: -4.536 -5.402 -2.377
H: -2.791 -8.551 0.996
H: 10.447 -0.489 -1.066
C: -0.842 5.494 0.869
H: 1.744 3.385 -8.024
O: 5.677 0.608 -3.814
C: -4.556 2.441 12.130
H: 4.607 -1.222 0.844
C: -2.423 -1.705 -0.149
O: 7.839 2.789 -3.040
H: -4.585 -1.142 13.533
H: 6.069 1.871 -1.101
H: 6.209 -0.329 -5.584
H: -5.840 0.090 1.461
C: -5.396 -8.463 -1.992
O: -3.465 3.396 -1.815
O: -3.379 -4.315 3.364
H: -3.594 -2.635 11.952
C: 2.244 1.452 -0.367
H: 1.736 3.479 0.202
O: -0.439 -0.390 -0.201
H: 0.918 -3.513 2.880
O: 1.205 1.382 0.548
H: 6.986 4.497 -2.378
H: 8.754 6.937 -3.767
H: -3.436 0.931 11.376
C: -1.645 4.614 -0.134
C: -0.449 4.760 -3.532
H: 8.644 1.591 -7.436
H: -3.112 -7.333 -0.230
H: -3.409 -1.790 -2.933
H: -5.205 -0.156 5.968
P: 0.698 -0.100 0.901
H: -7.705 -5.162 -0.644
H: -4.251 -3.999 -4.944
H: -5.819 -9.467 -2.036
H: 10.908 2.957 -5.833
H: 2.165 3.254 -1.589
H: 6.107 -1.041 0.231
H: 5.480 3.448 -0.739
H: -4.924 0.753 -1.294
H: -1.797 0.130 4.127
H: 8.707 -1.605 -2.843
H: 2.583 4.566 -7.089
H: -2.000 5.350 -0.856
H: 9.162 0.130 -3.014
H: 5.362 1.327 -7.089
H: 0.521 4.896 -4.009
H: 9.093 0.250 -0.355
H: 8.950 -1.516 -0.555
O: -0.158 0.062 2.164
H: -2.639 -2.714 5.768
H: -1.905 3.191 -3.641
C: -0.941 -1.631 -0.529
C: -4.438 -2.057 11.574
O: 6.312 -1.890 -3.973
H: 5.249 2.500 -5.873
H: 10.200 7.814 -4.183
O: -4.005 -1.236 10.451
H: -4.863 1.825 12.976
O: 1.569 3.192 -5.974
C: -5.468 4.853 2.274
H: 0.286 -0.094 -3.971
C: 5.119 1.429 -6.031
H: 0.606 -4.424 4.369
H: 3.565 -2.072 -1.119
H: -1.955 0.860 1.579
C: 2.394 3.036 -0.546
H: -3.694 0.858 5.817
O: -3.244 -5.940 -2.766
H: 1.985 0.930 -1.289
H: 7.007 1.255 -5.104
H: -5.876 2.931 1.611
C: 6.363 2.921 -1.099
C: 8.682 -0.617 -2.382
C: 0.481 4.957 -7.084
H: -0.148 6.057 0.246
H: -3.795 2.274 10.220
C: 1.665 3.978 -7.113
H: -5.355 5.809 1.763
H: 11.320 5.457 -4.473
H: -0.823 -1.824 -1.595
C: -4.180 1.648 11.026
O: 1.525 0.696 -5.466
C: 9.842 6.886 -3.738
H: 9.938 5.366 -5.481
H: -5.835 1.374 7.824
H: -5.888 -0.565 12.518
H: -4.282 2.241 7.741
O: -0.163 2.336 -4.349
H: 7.176 3.035 -0.382
O: 1.825 -1.098 1.048
O: 4.754 -0.862 -2.088
H: 2.235 -5.736 2.870
C: -5.774 -7.627 -3.190
H: 10.610 1.209 -6.043
O: -6.367 -1.006 9.115
H: -5.754 -2.173 13.235
H: -5.099 -2.808 11.142
H: -5.429 3.060 11.924
O: 9.294 2.133 -4.935
H: -3.316 -1.560 -4.652
C: 9.366 -0.602 -0.978
H: -5.062 -1.010 0.358
H: -1.026 -6.885 1.090
C: -1.956 -6.499 1.507
H: -7.651 -3.500 -0.318
O: 7.336 -0.270 -2.072
H: 1.174 -5.451 1.412
H: -1.414 6.181 1.493
H: -5.893 -8.115 -1.086
P: -2.039 -5.110 3.731
H: -2.323 -5.566 1.080
H: -0.385 4.706 1.468
C: -2.988 -7.490 0.842
C: -4.768 1.272 7.627
O: -4.891 -3.918 -2.888
C: 6.082 0.694 -5.229
C: 0.528 -4.448 3.282
C: -5.934 3.948 1.221
H: -2.776 -0.686 -0.308
C: -5.681 -4.427 -0.202
P: -3.872 3.340 -0.396
H: -4.988 -7.766 -3.933
C: -7.066 -4.290 -0.788
H: 5.798 3.380 -3.167
O: 9.779 4.417 -3.697
H: -2.620 -1.978 0.888
H: -3.756 3.158 12.314
H: 4.070 1.150 -5.939
C: -1.119 1.058 2.249
C: 2.187 -0.936 -3.884
H: -5.262 1.533 5.504
H: -4.536 -3.473 4.863
H: 3.076 0.890 0.055
H: -6.775 -0.339 0.158
H: -6.078 1.741 -0.390

Cartesian forces (eV/Å) of the 3 atoms listed first:
-0.169 0.098 0.127
-0.680 1.615 0.620
-0.182 0.549 0.159

# 4
Computed, not measured: a molecular structure, C20H15Cl8CuN6O2P, with ωB97M-V/def2-TZVPD.

## Properties
Multiplicity = 2
Charge = 0
⟨S²⟩ = 0.754

Atoms and positions in Å:
N: -0.740 -0.439 1.074
Cu: 0.620 1.083 0.112
C: -0.758 2.709 0.199
N: 2.071 -0.592 -0.255
H: 3.349 -4.650 -0.537
C: -1.570 -1.746 -3.866
Cl: 4.322 3.047 3.445
N: -1.867 -2.321 1.239
C: -2.131 2.563 -0.029
C: 3.403 -0.755 -0.025
P: -0.133 -2.143 -1.013
C: 2.578 1.624 1.881
C: -2.346 -3.656 0.946
H: -3.030 -3.972 1.728
Cl: -2.821 1.056 -0.564
Cl: 1.993 1.810 4.602
H: -0.016 2.461 -2.743
H: -1.516 -4.360 0.901
Cl: 1.316 4.342 0.811
H: -1.491 0.494 2.825
N: 0.107 0.599 -1.715
Cl: -0.707 6.574 1.355
C: -0.905 0.670 -3.686
N: -0.952 -0.609 -3.209
C: -0.962 -1.605 0.515
H: -2.873 -3.677 -0.008
C: -2.213 -1.544 2.311
H: 4.040 0.089 0.172
Cl: -3.733 6.120 0.840
C: -2.615 4.837 0.596
H: 4.647 -2.606 0.020
C: -1.259 5.032 0.826
H: -2.920 -1.875 3.053
C: -0.327 -0.618 -2.001
O: 3.345 1.788 0.945
C: 1.572 -1.796 -0.480
O: 1.342 1.348 1.872
C: -3.054 3.599 0.147
C: -0.362 3.984 0.611
H: -2.431 -2.094 -3.297
Cl: 4.106 0.162 3.539
H: 1.777 -4.575 0.267
H: 1.879 -4.393 -1.493
N: 2.549 -2.738 -0.399
H: -0.857 -2.562 -3.963
H: -1.900 -1.441 -4.855
Cl: -4.733 3.371 -0.178
C: 3.714 -2.085 -0.107
H: -1.334 0.947 -4.634
C: 2.375 -4.169 -0.549
C: -0.248 1.410 -2.746
C: -1.503 -0.379 2.193
C: 3.204 1.685 3.329

Cartesian forces (eV/Å) of the 3 atoms listed first:
0.195 -0.207 0.020
-0.266 0.422 0.080
0.056 -0.314 -0.022

# 5
Computed, not measured: 11 unconnected molecules or ions with the total composition C33H64N3O17 at a distorted geometry, with ωB97M-V/def2-TZVPD.

## Properties
Charge = -1

Atoms and positions in Å:
H: 1.449 -0.375 -2.223
H: 1.221 2.455 2.874
C: 3.353 -3.051 -4.290
H: -2.407 5.801 -1.639
H: -1.295 -3.619 -1.441
H: -1.118 3.956 0.787
H: -2.706 -1.492 0.321
O: 1.145 2.460 3.869
O: 0.169 -1.422 4.495
H: -0.755 -1.077 -9.078
H: 1.854 0.709 -4.545
C: -2.970 -2.510 -1.520
H: -1.064 -3.912 -5.828
C: -1.051 -3.514 4.501
H: -3.149 0.905 5.823
N: 2.378 2.003 0.329
C: -1.472 -4.790 5.242
H: -3.095 -0.396 -1.894
H: 2.307 0.782 3.832
H: -1.065 -2.116 -4.025
H: -1.535 0.580 5.171
H: 1.799 -5.378 -3.672
H: 0.389 0.166 2.362
C: -0.996 -3.410 7.372
H: 3.203 3.678 4.673
H: 3.519 -3.889 -4.928
H: 2.400 3.031 -4.524
C: -3.279 -2.428 -0.024
C: -0.679 0.036 0.546
H: -0.373 -0.270 -2.560
C: 3.434 2.766 4.244
H: -0.692 4.920 -0.781
H: -0.285 -1.625 -0.480
C: -0.718 -0.463 -5.547
C: 3.190 2.319 -4.521
H: 1.622 2.593 6.386
H: -0.451 0.790 -7.431
H: -4.044 6.055 0.604
H: -3.100 0.589 4.094
H: 4.273 3.168 -6.331
H: 2.339 -2.796 -1.302
C: -2.884 4.747 -0.320
H: -0.305 3.155 4.669
H: 5.239 2.358 -5.192
H: 1.224 -1.113 -0.090
C: 1.898 1.565 5.967
O: 2.836 -2.641 -2.029
O: 0.326 -3.500 0.945
C: -1.479 4.095 -0.252
H: 3.746 2.956 3.227
O: -0.802 0.475 -4.867
H: -0.764 -1.193 2.281
H: 1.147 0.871 6.145
H: -2.236 6.453 0.525
H: 3.324 0.140 -4.792
C: -0.936 -1.880 -5.100
H: -1.182 0.564 2.465
C: -2.870 5.876 0.778
O: 3.422 1.435 0.537
H: -3.201 4.426 4.163
C: -1.138 -2.946 -6.034
C: 0.499 -0.092 -1.680
H: -1.756 2.615 3.449
C: -0.560 -0.117 -6.960
O: 2.122 -2.186 0.701
H: 2.712 1.050 6.539
H: -3.483 -3.286 -1.922
O: -1.565 0.811 0.277
O: 2.280 2.700 -0.680
O: -1.115 2.992 5.303
C: 4.343 2.880 -5.260
H: -3.670 3.581 5.552
O: -3.077 5.153 -1.536
O: -1.556 -2.775 -1.752
H: -0.592 -3.444 8.375
C: 2.994 -3.734 -2.900
C: -0.482 -2.292 5.126
H: -4.351 3.160 4.409
H: -3.575 4.210 0.120
O: 1.498 2.141 1.326
C: -1.030 -2.621 -7.470
H: 4.253 2.356 4.903
H: 4.697 3.954 -5.034
H: 4.264 -2.372 -4.114
H: -0.024 -1.386 7.082
O: -1.234 -3.511 -8.305
H: 2.546 -2.491 -4.730
H: -2.581 -3.214 0.327
H: -1.268 -3.609 3.498
H: -3.513 -1.223 -3.195
H: 2.653 0.866 -6.220
H: -1.484 3.125 -0.965
C: 1.800 -4.556 -2.967
C: -2.423 1.095 4.953
H: -4.458 -2.251 0.252
C: 2.232 1.782 4.412
N: 1.570 -3.373 0.955
O: 2.234 -4.362 0.653
H: 0.963 -4.168 -3.291
O: 3.729 2.084 -3.164
C: -0.716 -1.215 -7.979
C: -0.588 -2.209 6.536
O: -1.510 -5.695 7.529
C: -1.340 -4.757 6.730
C: -3.391 3.429 4.536
H: 1.463 -4.973 -1.957
C: -2.116 2.582 4.465
N: 0.202 -0.720 -0.466
C: -3.547 -1.272 -2.187
H: -4.677 -1.274 -1.882
H: 3.805 -4.419 -2.530
H: -2.631 5.280 1.749
H: 0.702 1.085 -1.645
C: -0.509 -0.210 1.971
C: 2.742 0.953 -5.070
H: 3.078 2.480 -2.600
H: -1.651 -5.588 4.772

Cartesian forces (eV/Å) of the 3 atoms listed first:
-0.885 -0.637 1.262
0.329 -0.071 0.836
1.328 -0.382 2.277

| no. | total energy (Eh) |
| --- | --- |
| 1 | -3063.06749 |
| 2 | -271.69902 |
| 3 | -7040.00182 |
| 4 | -6913.56797 |
| 5 | -2738.37406 |